Entry 1:
An isolated molecule of C2H4N2O in a non-equilibrium geometry. Source: the Open Molecules 2025 dataset; level of theory: the ωB97M-V functional and the def2-TZVPD basis.

For the energy relative to the best compared isomer or geometry (same formula, charge and spin), the calculation gives 2.345 eV. As for the HOMO energy: -10.05 eV. Its net charge is 0. As for the SMILES: C1N=NCO1. Its total energy is -263.277111 hartree.

Cartesian coordinates (Å):
O: -0.818 -0.265 0.660
N: 0.402 0.231 -1.244
N: 1.245 0.304 -0.377
C: -0.912 -0.107 -0.702
C: 0.813 0.058 0.921
H: -1.234 -1.026 -1.212
H: 1.241 -0.835 1.365
H: -1.583 0.717 -0.991
H: 0.845 0.923 1.579


Entry 2:
A cluster of 2 separate species, C6H11N2O2P in total in a non-equilibrium geometry. Source: the Open Molecules 2025 dataset; level of theory: the ωB97M-V functional and the def2-TZVPD basis.

For the energy relative to the best compared isomer or geometry (same formula, charge and spin), the calculation gives 4.035 eV. As for the HOMO energy: -8.86 eV. Its net charge is 0. As for the SMILES: C=CC#[N+][O-].CC(=O)N(C)P. Its total energy is -836.410849 hartree.

Cartesian coordinates (Å):
P: -1.948 -2.158 0.614
O: -0.697 -0.709 -1.924
O: 0.355 0.669 1.487
N: 0.171 0.081 -1.981
N: -0.542 -1.350 1.270
C: 0.789 -1.870 1.632
C: 1.941 2.996 -2.269
C: -1.951 0.647 0.789
C: 2.167 1.661 -2.163
C: 1.001 0.880 -1.851
C: -0.631 -0.016 1.216
H: 0.690 -2.731 2.329
H: 1.213 -1.001 2.141
H: -2.706 -2.342 1.866
H: 1.300 -2.129 0.622
H: -1.278 -3.390 0.808
H: 1.016 3.484 -2.091
H: -2.584 0.247 1.560
H: 2.778 3.632 -2.588
H: -2.316 0.411 -0.177
H: -1.914 1.696 0.945
H: 3.146 1.290 -2.235


Entry 3:
A structure of composition C35H43Cl3N2O2OsSbSi2. Source: the Open Molecules 2025 dataset; level of theory: the ωB97M-V functional and the def2-TZVPD basis.

For the energy relative to the best compared isomer or geometry (same formula, charge and spin), the calculation gives 0.000 eV. As for the HOMO energy (spin up / spin down): -10.35 / -11.49 eV. Its net charge is +1. As for the multiplicity: 5. Its total energy is -3909.829555 hartree.

Cartesian coordinates (Å):
Os: -0.264 0.570 0.813
Sb: -2.916 0.454 0.192
Cl: -0.839 5.663 0.762
Cl: -0.942 4.631 -1.934
Cl: 1.603 4.839 -0.567
Si: 2.329 0.375 -1.483
Si: -0.509 -0.407 4.057
O: -0.059 2.882 1.403
O: -0.421 2.140 -0.625
N: 0.361 -0.314 2.479
N: 1.671 0.285 0.212
C: -0.226 3.096 0.193
C: -2.142 0.465 3.895
C: -4.266 4.578 -0.323
C: 3.061 -1.312 -1.824
C: -0.804 -2.204 4.478
C: -5.744 -1.890 2.554
C: -6.822 0.213 2.123
C: -0.136 4.521 -0.376
C: 2.430 -1.210 3.456
C: 3.789 -1.370 3.363
C: 1.711 -0.578 2.428
C: -3.775 3.401 0.237
C: -4.603 -1.480 1.872
C: -3.604 2.293 -0.601
C: -3.222 -0.937 -1.391
C: 4.500 -0.901 2.237
C: -2.307 -1.935 -1.748
C: -4.570 4.662 -1.673
C: -3.930 -2.799 -3.329
C: 2.418 -0.185 1.234
C: -2.682 -2.852 -2.727
C: -0.965 -2.103 -1.086
C: -4.840 -1.828 -2.949
C: -4.485 -0.907 -1.976
C: 3.833 -0.325 1.198
C: -3.457 -2.435 1.686
C: -3.880 2.386 -1.962
C: -5.690 0.643 1.444
C: -4.583 -0.190 1.337
C: -3.463 3.354 1.710
C: -6.842 -1.054 2.685
C: 0.503 0.515 5.335
C: 1.004 0.643 -2.765
C: -4.366 3.568 -2.499
C: 3.552 1.777 -1.621
H: 4.189 1.939 -0.753
H: 1.196 1.210 4.860
H: -5.210 -0.162 -1.666
H: -5.822 -1.787 -3.400
H: -3.490 -3.235 2.425
H: -1.610 -2.278 5.212
H: -4.246 2.840 2.271
H: -2.574 0.505 4.899
H: 4.195 1.588 -2.484
H: -2.516 2.844 1.903
H: 0.336 1.479 -2.575
H: -4.401 5.444 0.313
H: -2.862 -0.057 3.268
H: -2.046 1.495 3.547
H: 5.575 -1.006 2.197
H: -3.369 4.359 2.115
H: -7.718 -1.397 3.218
H: 1.554 0.870 -3.684
H: -4.192 -3.526 -4.085
H: 2.316 -2.085 -1.622
H: 1.079 -0.136 5.992
H: 3.313 -1.371 -2.885
H: -1.109 -2.762 3.592
H: -4.581 3.632 -3.557
H: -1.984 -3.628 -3.015
H: -5.773 -2.886 2.979
H: -4.950 5.588 -2.081
H: 1.915 -1.575 4.331
H: -3.492 -2.889 0.693
H: 3.956 -1.554 -1.257
H: -0.169 1.100 5.965
H: -3.711 1.539 -2.616
H: 0.412 -0.250 -2.969
H: 4.325 -1.852 4.169
H: -0.374 -2.865 -1.595
H: 0.068 -2.704 4.900
H: 3.012 2.706 -1.813
H: -5.684 1.627 0.992
H: -7.679 0.866 2.211
H: 4.380 0.035 0.341
H: -1.073 -2.413 -0.042
H: -0.378 -1.180 -1.118
H: -2.489 -1.933 1.787


Entry 4:
An isolated molecule of C7H12S in a non-equilibrium geometry. Source: the Open Molecules 2025 dataset; level of theory: the ωB97M-V functional and the def2-TZVPD basis.

For the energy relative to the best compared isomer or geometry (same formula, charge and spin), the calculation gives 1.928 eV. As for the HOMO energy: -8.44 eV. Its net charge is 0. As for the SMILES: C[C@H]1C=CCCCS1. Its total energy is -672.046033 hartree.

Cartesian coordinates (Å):
S: 0.592 1.335 1.719
C: -0.419 -0.025 -1.655
C: 0.670 -0.912 -1.097
C: -0.694 -1.273 1.505
C: 0.701 -0.531 1.392
C: 0.212 1.912 0.032
C: -0.865 1.117 -0.694
C: 1.241 -0.894 0.067
H: 1.080 1.988 -0.606
H: 1.179 -1.501 -1.884
H: -0.506 -2.349 1.623
H: -1.278 -0.982 0.614
H: 2.305 -1.115 0.185
H: -1.321 -0.658 -1.923
H: -0.148 2.975 0.072
H: -1.570 0.699 0.019
H: 0.093 0.282 -2.608
H: 1.453 -0.820 2.177
H: -1.290 -1.074 2.408
H: -1.433 1.827 -1.346


Entry 5:
An isolated molecule of C7H10Cl4 in a non-equilibrium geometry. Source: the Open Molecules 2025 dataset; level of theory: the ωB97M-V functional and the def2-TZVPD basis.

For the energy relative to the best compared isomer or geometry (same formula, charge and spin), the calculation gives 1.460 eV. As for the HOMO energy: -8.56 eV. Its net charge is 0. Its total energy is -2113.408904 hartree.

Cartesian coordinates (Å):
Cl: -0.526 2.342 0.685
Cl: -3.842 -1.356 -0.036
Cl: -2.780 1.587 -1.397
Cl: -1.399 -0.845 -2.449
C: 0.151 1.183 -0.404
C: 0.869 0.026 0.285
C: 0.710 1.658 -1.675
C: -1.112 -1.461 0.615
C: 0.057 -0.788 1.251
C: -2.184 -0.474 0.190
C: -1.801 0.228 -1.085
H: -1.510 -2.108 1.281
H: 1.265 -0.674 -0.386
H: 1.559 0.481 0.982
H: 1.587 1.013 -1.902
H: 1.048 2.743 -1.475
H: 0.619 -1.531 1.725
H: -2.398 0.314 1.031
H: -0.231 -0.222 2.277
H: -0.716 -1.827 -0.348
H: 0.004 1.742 -2.494


Entry 6:
An isolated molecule of C9H6OS in a non-equilibrium geometry. Source: the Open Molecules 2025 dataset; level of theory: the ωB97M-V functional and the def2-TZVPD basis.

For the energy relative to the best compared isomer or geometry (same formula, charge and spin), the calculation gives 0.000 eV. As for the HOMO energy: -8.69 eV. Its net charge is 0. As for the SMILES: O=Cc1csc2ccccc12. Its total energy is -819.976564 hartree.

Cartesian coordinates (Å):
S: 1.002 -2.233 0.805
O: -3.105 0.180 -0.732
C: 2.028 1.545 -0.036
C: 2.210 0.243 0.339
C: -1.210 -1.108 0.085
C: 0.803 2.059 -0.420
C: 1.128 -0.601 0.278
C: -0.136 -0.121 -0.033
C: -0.312 1.260 -0.375
C: -2.621 -0.854 -0.299
C: -0.679 -2.305 0.485
H: -1.210 -3.241 0.564
H: -1.340 1.600 -0.627
H: 0.697 3.129 -0.581
H: 2.881 2.237 -0.023
H: 3.179 -0.138 0.534
H: -3.314 -1.652 0.035


Q: Which of these has the highest energy relative to the best compared isomer or geometry (same formula, charge and spin)?
A: C6H11N2O2P


Q: Which formula does entry 1 have?
A: C2H4N2O


Q: Look up the net charge of the fifth one.
A: 0